[1]
Formula: C5H16N3
Source: the Open Molecules 2025 dataset
Level of theory: wB97M-V/def2-TZVPD

Properties
molecular weight: 118.20 u
total charge: +1
HOMO: -12.12 eV
energy: -9904.996 eV
frontier orbital gap: 0.19096 Ha
energy relative to the best compared isomer or geometry (same formula, charge and spin): 108.9 kcal per mole

Geometry (Å):
N 5.08449 -1.37426 -0.49651
C -0.62452 0.16584 -1.12126
C -1.31781 1.40109 -0.88844
C -2.40998 1.28005 0.31274
N -2.89905 2.43952 0.95779
C 0.61133 -0.15701 -0.41672
N 0.65355 -1.35984 0.46109
C -0.54695 -1.61973 1.27731
H 4.15795 -1.50905 -0.16487
H 5.69691 -2.17532 -0.45161
H 5.14662 -1.08621 -1.46271
H -0.89347 -0.43581 -1.99098
H -1.79091 1.90957 -1.73195
H -0.63198 2.17609 -0.52739
H -1.93915 0.64685 1.06789
H -3.18361 0.62023 -0.08092
H -3.47785 2.96476 0.31932
H -2.21964 2.96714 1.48852
H 1.44201 -0.29944 -1.11765
H 0.84012 0.70670 0.21757
H 0.77244 -2.13124 -0.19762
H -0.66435 -0.84725 2.02234
H -0.35462 -2.52766 1.84831
H -1.45152 -1.75502 0.67576

[2]
Formula: C5H16N3
Source: the Open Molecules 2025 dataset
Level of theory: wB97M-V/def2-TZVPD

Properties
molecular weight: 118.20 u
total charge: +2
HOMO (alpha / beta): -18.18 / -18.07 eV
energy: -9884.821 eV
⟨S²⟩: 0.76
frontier orbital gap (alpha / beta): 0.20616 / 0.20155 Ha
energy relative to the best compared isomer or geometry (same formula, charge and spin): 276.8 kcal per mole
spin multiplicity: 2

Geometry (Å):
N -2.19830 0.89140 2.00325
C -2.67284 0.10803 0.70727
C -1.40639 -0.50413 0.13063
N -0.64768 0.47984 -0.55848
C 0.63991 0.90717 -0.13678
C 0.51071 1.88751 1.10649
C 1.83286 -0.15243 0.00442
N 1.51508 -1.03107 -1.05541
H -3.04731 1.46733 2.28205
H -2.63689 -0.31501 1.86972
H 4.01280 -3.90617 -4.66976
H -2.83718 0.94533 -0.04762
H -3.57088 -0.54398 0.43188
H -1.58390 -1.35515 -0.59464
H -0.80237 -0.92176 0.97562
H -0.49956 0.12911 -1.59759
H 0.95697 1.48899 -1.03031
H 1.36348 2.58541 1.24478
H -0.30323 2.51838 0.84992
H 0.30258 1.24955 2.04259
H 2.81752 0.39560 0.05933
H 1.77664 -0.57262 1.08597
H 4.19396 -3.94907 -3.91587
H 2.28403 -1.80225 -1.18745

[3]
Formula: C5H16N3O
Source: the Open Molecules 2025 dataset
Level of theory: wB97M-V/def2-TZVPD

Properties
molecular weight: 134.20 u
total charge: +1
HOMO: -12.77 eV
energy: -11954.300 eV
frontier orbital gap: 0.35245 Ha
energy relative to the best compared isomer or geometry (same formula, charge and spin): 72.9 kcal per mole

Geometry (Å):
C -1.27135 0.63518 2.71727
C -0.87146 0.56887 1.18868
C -0.41464 -0.87472 1.01894
C 0.50219 -1.09750 -0.16163
C 1.77034 -1.49842 -0.07127
N 2.59058 -1.79965 -1.15289
N 0.08748 -0.62838 -1.56307
N -1.95162 0.85820 0.25269
H -0.79658 -0.11281 3.31403
H -1.05923 1.61822 3.05794
H -2.35520 0.69274 3.04915
H 0.09358 1.17614 0.95452
H 0.21494 -1.10736 1.96476
H -1.18444 -1.67419 0.97466
H 2.28730 -1.80454 0.98747
H 3.49009 -2.03379 -0.98001
H 2.60478 -1.09107 -1.85700
H 0.57630 -1.11218 -2.37836
H 0.32863 0.31026 -1.52629
H -0.93912 -0.54967 -1.62298
H -2.81738 0.55266 0.61938
H -2.09625 1.93692 0.16520
H 0.39168 2.74053 -3.65331
H 0.72909 2.15771 -2.31307
O 0.09029 2.13685 -2.98480

[4]
Formula: C5H16N3O3
Source: the Open Molecules 2025 dataset
Level of theory: wB97M-V/def2-TZVPD

Properties
molecular weight: 166.20 u
total charge: +1
HOMO: -12.16 eV
energy: -16052.411 eV
frontier orbital gap: 0.35695 Ha
energy relative to the best compared isomer or geometry (same formula, charge and spin): 0.0 kcal per mole

Geometry (Å):
C 0.89606 -1.26964 2.07864
C 0.67281 -1.09321 0.56868
C -0.09225 0.14121 0.26677
C -1.44497 0.35003 0.21618
N -1.62867 1.68012 -0.06530
C -0.44522 2.28265 -0.20188
N 0.48610 1.36039 -0.00165
N -0.38112 -1.24184 2.76797
H 1.53389 -0.46804 2.46827
H 1.45995 -2.19941 2.19604
H 0.08133 -1.92834 0.17847
H 1.62027 -1.05614 0.02314
H -2.23970 -0.32666 0.44911
H -2.52701 2.11184 -0.21327
H -0.32506 3.31779 -0.46969
H 1.49274 1.53963 0.02766
H -1.02445 -1.94762 2.43169
H -0.30860 -1.42382 3.76063
H 3.75298 1.97555 0.95683
H 3.92647 1.69475 -0.52633
O 3.28933 1.60999 0.18509
H -1.30134 -1.50835 -2.06737
H -2.47418 -2.48255 -1.75081
O -1.94776 -1.77268 -1.37666
H -0.48742 -0.81166 -4.21143
H 0.56700 -1.65389 -3.47625
O -0.15998 -1.03118 -3.33321

[5]
Formula: C5H16N3PS
Source: the Open Molecules 2025 dataset
Level of theory: wB97M-V/def2-TZVPD

Properties
molecular weight: 181.25 u
SMILES string: CNP(S)N(C)C.C=NC
HOMO: -7.80 eV
energy: -30036.427 eV
frontier orbital gap: 0.32009 Ha
energy relative to the best compared isomer or geometry (same formula, charge and spin): 50.1 kcal per mole

Geometry (Å):
C -2.44822 2.79629 -1.87706
N -1.36211 1.78791 -2.06917
P -0.68410 1.19189 -0.50323
S -1.96771 -0.52678 -0.47500
N 0.91065 0.62409 -0.91505
C 1.07043 -0.75374 -1.34772
C 2.04058 1.32011 -0.19139
H -3.08839 2.72851 -2.78212
H -2.97241 2.68498 -0.96530
H -1.90362 3.74274 -1.71557
H -0.85288 1.93383 -2.82816
H -1.85049 -0.66783 0.77301
H 1.61302 -1.29075 -0.59703
H 0.17386 -1.14024 -1.60353
H 1.67281 -0.85414 -2.35183
H 2.13982 0.77449 0.78116
H 3.00375 1.31913 -0.78596
H 1.66604 2.34534 -0.01928
C -0.03059 -3.35004 2.01790
N -0.49673 -2.35988 2.61510
C 0.51760 -1.34096 2.68153
H -0.68525 -4.20160 2.03870
H 1.00003 -3.56781 1.75586
H 1.06433 -1.50843 3.66536
H 1.43948 -1.38144 2.01237
H 0.03011 -0.30566 2.68641